Density functional theory data (ωB97M-V with the def2-TZVPD basis set) for a cluster of 2 separate species, C4H14N in total.

Results
energy = -215.2934 Eh
HOMO = -0.5623 Ha
max |F| = 0.6 eV/Å

ORCA input file:
```
! wB97M-V def2-TZVPD RIJCOSX def2/J DEFGRID3
* xyz 1 1
C -0.8944 1.8068 0.2108
C -0.2485 -1.8770 -0.8904
C -0.9628 -0.7071 -0.2306
C -0.5766 0.6799 -0.7733
H -1.9700 1.9405 0.3121
H -0.4504 2.7524 -0.0946
H -0.5317 1.5947 1.2254
H -0.3604 -2.8018 -0.3258
H 0.8322 -1.6890 -0.9797
H -0.5933 -2.0539 -1.9075
H -0.8277 -0.7501 0.8596
H -2.0482 -0.7599 -0.3424
H 0.4745 0.7151 -1.0903
H -1.1263 0.8692 -1.6944
N 1.8764 0.0503 1.1612
H 2.2250 0.7011 0.4499
H 2.6077 -0.2207 1.8179
H 1.0875 0.5133 1.6252
H 1.4870 -0.7636 0.6668
*
```



Density functional theory data (ωB97M-V with the def2-TZVPD basis set) for a cluster of 2 separate species, C4H14N2 in total at a distorted geometry.

Results
energy = -270.2298 Eh
HOMO = -0.3054 Ha
max |F| = 2.8 eV/Å

ORCA input file:
```
! wB97M-V def2-TZVPD RIJCOSX def2/J DEFGRID3
* xyz 0 1
C -1.9455 1.0897 1.3896
C -0.6483 0.3784 1.8529
N 0.2218 1.1146 2.8904
H -1.7434 2.1115 1.1175
H -2.2862 0.6005 0.4506
H -2.6243 1.2027 2.2040
H -0.9404 -0.6020 2.2637
H -0.0159 0.3648 0.9303
H 0.1398 0.7761 3.8308
H 1.1574 1.0006 2.4950
C 1.0426 -1.3802 -0.8242
N 1.4783 -0.5959 -1.9727
C 0.4437 -0.2072 -3.0122
H -0.0308 -1.1976 -0.9140
H 1.3247 -2.4406 -0.8397
H 1.5405 -0.8434 0.1311
H 2.4521 -0.9111 -2.2096
H -0.2666 -1.0876 -3.1588
H 0.9048 0.0496 -4.0186
H -0.2044 0.5772 -2.6062
*
```



Density functional theory data (ωB97M-V with the def2-TZVPD basis set) for a cluster of 2 separate species, C4H14N2 in total.

Results
energy = -270.2830 Eh
HOMO = -0.3356 Ha
max |F| = 0.9 eV/Å

ORCA input file:
```
! wB97M-V def2-TZVPD RIJCOSX def2/J DEFGRID3
* xyz 0 1
C -0.0831 -3.4528 -3.2800
C -0.8880 -2.2570 -3.7369
N -1.2291 -1.3473 -2.6446
H -0.6626 -4.1905 -2.7303
H 0.3731 -3.8983 -4.1574
H 0.7558 -3.1124 -2.6646
H -0.3245 -1.7055 -4.5023
H -1.7761 -2.5949 -4.2882
H -2.1452 -0.9317 -2.7630
H -1.2328 -1.8190 -1.7512
C 0.2150 1.5720 2.8788
C 1.0174 2.5395 3.7485
N 0.7835 3.9216 3.3501
H 0.7347 0.6511 2.6587
H -0.7518 1.3975 3.3364
H -0.0344 2.0450 1.9226
H 0.7584 2.3953 4.7975
H 2.0779 2.2818 3.7163
H 1.4849 4.5280 3.7636
H 0.9270 3.9774 2.3460
*
```



> Among the records above, which one has the lowest HOMO?

C4H14N